[1]
{
  "formula": "C10H16O",
  "method": "the ωB97M-V functional and the def2-TZVPD basis",
  "species": ["C", "C", "C", "C", "C", "C", "O", "C", "C", "H", "H", "H", "H", "H", "H", "H", "H", "H", "H", "C", "C", "H", "H", "H", "H", "H", "H"],
  "coordinates": [[-1.25414, -2.61181, 0.96144], [-0.57002, -1.26187, 1.00950], [-0.22649, -0.90051, -0.40107], [-0.98587, -1.14412, -1.56875], [-0.63297, -0.68634, -2.81625], [0.64464, -0.16369, -2.99841], [1.04620, 0.15218, -4.27034], [1.42120, 0.12159, -1.89498], [0.99375, -0.21979, -0.64250], [-2.26426, -2.69887, 0.55413], [-1.43659, -3.05996, 1.95869], [-0.56935, -3.40147, 0.54623], [-1.19968, -0.39384, 1.47554], [0.40271, -1.23566, 1.62351], [-1.92713, -1.68806, -1.37102], [-1.35949, -0.78527, -3.58014], [1.99519, 0.04657, -4.38136], [2.39162, 0.62733, -2.04066], [1.51985, -0.01679, 0.23950], [0.69335, 2.94729, 2.51297], [-0.17896, 1.87637, 1.88148], [1.63600, 2.93660, 1.96729], [0.19373, 3.91708, 2.39114], [0.95435, 2.79803, 3.54567], [-1.22982, 2.05057, 2.25579], [0.12954, 0.90965, 2.26633], [-0.18734, 1.88478, 0.77626]],
  "forces_ev_per_angstrom": [[0.3, -2.2, 1.9], [-0.3, 1.3, 0.6], [1.7, 1.3, -2.0], [-0.9, -0.3, 2.5], [0.7, -0.3, 0.5], [-0.5, 0.3, -0.4], [-0.3, 0.0, -0.3], [1.2, 0.4, -0.4], [-2.0, -1.1, 0.3], [0.4, 0.5, -0.6], [0.2, 0.6, 0.0], [-0.7, 0.9, -0.3], [0.7, -1.9, -0.8], [-1.5, -0.5, -0.8], [0.4, 0.5, -0.7], [-0.1, -0.2, -1.0], [0.0, 0.1, 0.3], [-0.5, -0.3, 0.1], [1.3, 0.5, 0.9], [0.2, 0.4, -1.3], [-1.4, 0.3, 1.0], [0.2, 0.4, 0.0], [0.5, 0.0, 0.1], [-0.3, -0.2, 0.5], [0.8, -0.4, -0.6], [0.0, -0.1, -0.3], [0.1, 0.0, 0.6]],
  "lowdin_charge": [-0.133, -0.233, -0.247, -0.036, -0.011, -0.324, 0.039, -0.032, -0.061, 0.068, 0.069, 0.100, 0.122, 0.130, 0.111, 0.107, 0.103, 0.126, 0.086, -0.169, -0.192, 0.060, 0.068, 0.056, 0.086, 0.035, 0.075],
  "lumo_ev": 0.8458,
  "energy_ha": -465.83896,
  "total_charge": 0,
  "smiles": "CCc1ccc(O)cc1.CC"
}



[2]
{
  "formula": "C10H16O",
  "method": "the ωB97M-V functional and the def2-TZVPD basis",
  "species": ["C", "C", "C", "C", "C", "O", "C", "C", "H", "H", "H", "H", "H", "H", "H", "H", "C", "C", "C", "H", "H", "H", "H", "H", "H", "H", "H"],
  "coordinates": [[1.27407, 3.24067, -0.51577], [0.13600, 2.20225, -0.35510], [0.43830, 0.89142, -0.44909], [-0.49314, -0.21785, -0.40263], [-1.83822, 0.27939, -0.25967], [-2.72960, -0.70503, -0.16708], [-2.23812, 1.60685, 0.10582], [-1.21424, 2.58249, -0.18395], [2.17380, 2.83618, 0.04271], [1.17876, 4.27929, -0.17286], [1.58968, 3.41490, -1.53419], [1.45573, 0.56968, -0.65017], [-0.27379, -1.17804, -0.23816], [-3.44563, -0.57890, 0.58109], [-3.20126, 1.83863, 0.34896], [-1.54228, 3.71856, -0.05417], [1.59990, -2.42293, 1.84628], [2.31379, -3.11864, 0.57816], [1.63083, -2.88666, -0.70798], [1.07139, -1.53108, 1.43001], [0.85483, -3.08240, 2.52491], [2.17982, -2.03540, 2.61818], [3.33108, -2.92002, 0.63801], [2.58958, -4.21389, 0.81749], [0.96186, -1.97593, -0.61205], [2.47788, -2.70610, -1.42508], [0.78030, -3.73712, -0.91431]],
  "forces_ev_per_angstrom": [[1.0, -0.6, 0.9], [-0.8, 3.0, -0.6], [0.1, -4.3, -0.5], [-2.2, 8.6, -0.1], [1.1, 0.1, 2.3], [-3.7, -1.6, 2.1], [5.8, -0.6, -3.3], [-1.9, 1.2, 2.0], [-0.9, 0.4, -0.7], [-0.8, -0.5, 0.5], [0.0, -0.5, -0.6], [0.3, 0.4, 0.3], [0.4, -3.1, 0.0], [2.2, 0.0, -2.4], [-2.4, 0.6, 0.5], [1.1, -2.5, -0.4], [-2.5, -1.7, -1.0], [-0.7, -2.3, 4.3], [-2.2, -0.4, -0.9], [0.0, -0.8, 0.6], [1.2, 1.2, -2.2], [1.9, 0.6, 0.9], [1.9, 1.9, -0.5], [-1.6, 0.9, -0.4], [1.7, -1.2, -0.6], [-1.6, -0.5, -0.2], [2.5, 1.8, -0.1]],
  "lowdin_charge": [-0.062, -0.304, -0.060, 0.025, -0.330, 0.002, 0.004, -0.031, 0.089, 0.067, 0.061, 0.112, 0.016, 0.176, 0.068, 0.144, -0.088, -0.336, -0.141, 0.044, 0.110, 0.015, 0.054, 0.120, 0.018, 0.089, 0.136],
  "lumo_ev": 0.6932,
  "energy_ha": -465.74593,
  "total_charge": 0,
  "smiles": "Cc1ccc(O)cc1.CCC"
}